Record 1
{"formula": "C20H24N4OS", "method": "the ωB97M-V functional and the def2-TZVPD basis", "max_force_ha_per_bohr": 0.2670, "molar_mass_g_mol": 368.51, "homo_ev": -7.41, "e_tot_ha": -1468.4606, "species": ["O", "C", "N", "C", "C", "H", "H", "C", "N", "C", "N", "C", "C", "C", "C", "C", "C", "H", "H", "N", "C", "C", "C", "C", "C", "C", "H", "H", "H", "H", "H", "H", "H", "H", "H", "S", "H", "H", "H", "H", "H", "C", "C", "H", "C", "H", "H", "H", "H", "H"], "xyz": [[-1.929, -1.461, 1.380], [-2.306, -1.528, 0.173], [-3.614, -1.328, -0.121], [-4.716, -1.356, 0.911], [-5.272, -0.076, 0.993], [-6.032, 0.002, 2.050], [-5.955, 0.297, 0.436], [-4.191, 1.127, 1.288], [-3.610, 1.543, 0.076], [-2.217, 1.646, -0.174], [-1.361, 1.517, 0.733], [-0.018, 1.464, 0.409], [0.881, 0.131, 0.879], [2.250, 0.407, 0.882], [2.855, 1.363, 0.069], [2.017, 2.422, -0.114], [0.753, 2.292, -0.031], [0.102, 3.241, -0.347], [2.674, 3.408, -0.770], [4.209, 1.488, 0.157], [5.104, 0.401, -0.129], [6.378, 0.773, 0.376], [7.440, -0.206, 0.194], [7.014, -1.560, -0.036], [5.748, -1.711, -0.738], [4.876, -0.866, -0.430], [3.780, -1.290, -0.688], [5.493, -2.716, -0.826], [7.740, -2.428, -0.157], [8.515, -0.130, 0.418], [6.800, 1.795, 0.439], [4.591, 2.343, -0.194], [2.844, -0.449, 1.276], [0.349, -0.643, 1.463], [-1.603, 0.559, 1.411], [-1.921, 2.525, -1.637], [-4.162, 1.889, -0.700], [-3.428, 0.671, 2.332], [-4.599, 2.031, 1.940], [-4.413, -1.541, 1.957], [-5.523, -2.070, 0.854], [-4.234, -1.441, -1.260], [-2.842, -1.347, -2.163], [-2.664, -0.394, -2.424], [-1.824, -1.640, -1.203], [-1.269, -2.815, -1.223], [-0.732, -1.204, -1.115], [-2.525, -2.040, -3.064], [-4.493, -2.410, -1.824], [-4.958, -0.687, -1.730]]}

---

Record 2
{"formula": "C20H24N6O2S", "method": "the ωB97M-V functional and the def2-TZVPD basis", "max_force_ha_per_bohr": 0.0234, "molar_mass_g_mol": 412.52, "smiles": "COc1ccc(N2CCN(C(=O)CSc3nnc4nc(C)cc(C)n34)CC2)cc1", "homo_ev": -6.97, "e_tot_ha": -1653.7157, "species": ["C", "O", "C", "C", "C", "C", "N", "C", "C", "N", "C", "O", "C", "S", "C", "N", "N", "C", "N", "C", "C", "C", "C", "C", "N", "C", "C", "C", "C", "H", "H", "H", "H", "H", "H", "H", "H", "H", "H", "H", "H", "H", "H", "H", "H", "H", "H", "H", "H", "H", "H", "H", "H"], "xyz": [[8.158, 1.072, -0.532], [6.978, 1.743, -0.175], [5.813, 1.019, -0.127], [5.698, -0.336, -0.401], [4.469, -0.969, -0.311], [3.313, -0.271, 0.043], [2.084, -0.886, 0.115], [1.867, -2.206, -0.418], [0.380, -2.425, -0.692], [-0.382, -2.316, 0.538], [-1.703, -2.547, 0.647], [-2.325, -2.329, 1.671], [-2.418, -3.133, -0.568], [-3.988, -2.237, -0.755], [-3.311, -0.638, -0.694], [-2.040, -0.390, -0.893], [-1.808, 0.913, -0.724], [-2.942, 1.490, -0.427], [-3.178, 2.772, -0.181], [-4.399, 3.124, 0.106], [-4.660, 4.566, 0.380], [-5.470, 2.187, 0.165], [-5.252, 0.864, -0.083], [-6.297, -0.192, -0.026], [-3.973, 0.515, -0.392], [0.263, -1.539, 1.582], [1.021, -0.373, 0.954], [3.441, 1.101, 0.303], [4.664, 1.726, 0.226], [8.402, 0.277, 0.181], [8.093, 0.646, -1.539], [8.945, 1.825, -0.512], [6.559, -0.924, -0.679], [4.429, -2.028, -0.512], [2.232, -2.996, 0.260], [2.404, -2.300, -1.366], [0.031, -1.668, -1.405], [0.252, -3.423, -1.120], [-2.693, -4.171, -0.382], [-1.869, -3.038, -1.499], [-5.057, 4.689, 1.387], [-3.735, 5.126, 0.284], [-5.396, 4.955, -0.322], [-6.461, 2.529, 0.416], [-7.268, 0.251, 0.179], [-6.057, -0.911, 0.757], [-6.338, -0.739, -0.967], [-0.517, -1.177, 2.254], [0.947, -2.176, 2.154], [1.449, 0.239, 1.752], [0.319, 0.241, 0.374], [2.569, 1.687, 0.545], [4.755, 2.782, 0.427]]}

---

Record 3
{"formula": "C20H24N7OPd", "method": "the ωB97M-V functional and the def2-TZVPD basis", "max_force_ha_per_bohr": 0.0124, "molar_mass_g_mol": 484.88, "homo_ev": -3.31, "total_charge": -1, "e_tot_ha": -1362.9698, "species": ["Pd", "N", "C", "C", "C", "N", "H", "H", "H", "H", "H", "H", "H", "H", "H", "H", "N", "C", "C", "C", "C", "C", "C", "C", "C", "C", "C", "C", "C", "N", "C", "C", "C", "C", "N", "H", "H", "H", "H", "H", "H", "H", "H", "H", "H", "N", "C", "N", "O", "H", "H", "H", "H"], "xyz": [[-0.488, -1.881, 0.280], [-1.115, -4.331, 1.795], [-1.695, -4.128, 3.118], [-0.921, -3.258, 4.123], [-0.650, -1.815, 3.703], [0.409, -1.726, 2.696], [-1.149, -3.426, 1.282], [-0.129, -4.542, 1.886], [-1.860, -5.105, 3.585], [-2.687, -3.687, 2.976], [0.035, -3.743, 4.362], [-1.498, -3.238, 5.055], [-0.432, -1.218, 4.597], [-1.554, -1.396, 3.257], [1.307, -1.995, 3.077], [0.480, -0.788, 2.317], [1.691, 7.458, -3.912], [1.502, 6.458, -3.377], [1.265, 5.200, -2.700], [1.555, 3.998, -3.342], [1.333, 2.797, -2.690], [0.811, 2.770, -1.399], [0.516, 3.980, -0.772], [0.746, 5.188, -1.410], [0.559, 1.472, -0.702], [1.626, 0.549, -0.704], [2.999, 0.878, -0.931], [3.708, -0.296, -0.798], [2.736, -1.304, -0.561], [1.504, -0.820, -0.497], [-0.704, 1.310, -0.149], [-1.880, 2.050, -0.524], [-2.925, 1.470, 0.145], [-2.347, 0.451, 0.966], [-1.040, 0.342, 0.801], [1.952, 4.014, -4.349], [1.564, 1.860, -3.180], [0.104, 3.960, 0.229], [0.523, 6.124, -0.914], [3.399, 1.869, -1.095], [4.777, -0.436, -0.884], [2.908, -2.369, -0.461], [-1.929, 2.840, -1.261], [-3.973, 1.729, 0.083], [-2.867, -0.172, 1.680], [-0.406, -3.184, -2.136], [-1.406, -2.285, -1.668], [-1.432, -1.058, -2.373], [-2.428, -2.722, -1.105], [0.515, -2.771, -2.167], [-0.414, -4.018, -1.567], [-0.518, -0.637, -2.459], [-2.076, -0.420, -1.925]]}